Here is 12 unconnected molecules or ions with the total composition C35H78Br2N9O4 at a distorted geometry from the OMol25 dataset. Energies are from the ωB97M-V functional and the def2-TZVPD basis.

Element x y z (Å)
C: -7.046 -6.631 10.367
C: -8.177 -7.350 11.031
O: -9.255 -6.917 11.247
N: -7.888 -8.770 11.602
H: -7.447 -9.325 10.863
H: -7.206 -8.761 12.368
C: -9.102 -9.443 12.040
H: -7.154 -6.699 9.276
H: -6.052 -6.998 10.576
H: -7.331 -5.592 10.541
H: -8.625 -10.322 12.449
H: -9.732 -9.822 11.272
H: -9.505 -8.949 12.907
C: -8.070 -20.504 5.203
C: -8.786 -19.476 5.924
O: -9.815 -18.932 5.795
N: -7.933 -18.942 7.140
H: -8.614 -18.612 7.875
H: -7.306 -19.610 7.535
C: -7.124 -17.663 6.715
H: -7.614 -21.255 5.809
H: -7.274 -20.095 4.579
H: -8.807 -21.028 4.561
H: -6.576 -18.037 5.820
H: -6.479 -17.514 7.606
H: -7.758 -16.782 6.662
C: -9.367 -20.086 19.752
C: -9.015 -21.512 20.517
O: -8.802 -22.221 21.354
N: -9.858 -29.369 21.095
H: -10.069 -29.761 22.033
H: -10.462 -29.498 20.266
C: -8.651 -28.995 20.790
H: -9.538 -19.288 20.457
H: -10.255 -19.959 19.102
H: -8.618 -19.593 19.071
H: -8.516 -28.413 19.858
H: -23.334 -33.690 19.298
H: -7.757 -28.840 21.441
C: -11.716 -13.739 0.122
C: -10.611 -12.984 -0.353
O: -10.465 -12.009 -1.008
N: -9.211 -13.668 -0.081
H: -8.961 -14.473 -0.665
H: -8.545 -12.908 -0.303
C: -8.897 -13.971 1.367
H: -11.478 -14.388 0.954
H: -11.998 -14.399 -0.736
H: -12.514 -13.032 0.104
H: -8.014 -14.523 1.507
H: -9.593 -14.624 1.872
H: -8.863 -13.039 1.922
C: -13.347 -19.866 19.992
C: -14.122 -19.048 19.192
C: -24.109 -23.556 14.211
C: -23.934 -25.210 14.308
N: -25.278 -26.031 14.571
C: -26.173 -25.889 13.241
C: -27.593 -25.880 13.669
C: -27.835 -26.103 15.056
C: -26.422 -25.667 15.654
C: -24.833 -27.472 14.398
C: -24.178 -28.045 15.717
C: -23.770 -29.416 15.216
H: -13.702 -20.938 20.357
H: -23.065 -17.332 -1.795
H: -12.586 -19.312 20.607
H: -13.550 -18.228 18.672
H: -15.181 -18.976 19.144
H: -23.045 -23.381 13.806
H: -24.072 -23.150 15.204
H: -23.426 -25.594 15.297
H: -23.609 -25.784 13.489
H: -25.815 -26.412 12.240
H: -26.091 -24.797 12.864
H: -28.346 -25.604 12.909
H: -24.975 -23.292 13.669
H: -27.938 -27.255 15.155
H: -28.687 -25.836 15.732
H: -26.401 -26.044 16.648
H: -26.343 -24.578 15.609
H: -24.039 -27.455 13.710
H: -25.641 -28.032 14.062
H: -24.944 -28.176 16.546
H: -23.474 -27.394 16.137
H: -23.784 -30.280 15.999
H: -22.758 -29.291 14.580
H: -24.280 -30.177 14.408
C: -19.637 -19.153 4.349
C: -18.578 -19.555 3.374
N: -17.121 -18.877 3.459
C: -16.840 -18.149 2.389
C: -15.553 -17.772 2.395
N: -15.003 -18.018 3.655
C: -15.793 -18.981 4.255
C: -14.098 -17.065 4.458
H: -20.218 -20.020 4.693
H: -20.281 -18.340 4.041
H: -19.062 -18.892 5.319
H: -18.870 -19.404 2.318
H: -18.236 -20.564 3.442
H: -17.552 -17.909 1.597
H: -15.000 -17.170 1.714
H: -15.888 -18.890 5.330
H: -13.135 -17.018 3.919
H: -14.089 -17.528 5.434
H: -14.436 -16.017 4.587
C: -15.135 -30.372 4.892
C: -16.395 -30.646 5.648
N: -16.213 -31.842 6.513
C: -15.812 -31.826 7.831
C: -15.744 -33.146 8.174
N: -16.005 -33.974 7.133
C: -16.256 -33.137 6.084
C: -15.933 -35.483 6.952
H: -14.388 -30.148 5.668
H: -15.301 -29.455 4.280
H: -14.847 -31.164 4.258
H: -17.179 -30.890 4.938
H: -16.860 -29.878 6.273
H: -15.854 -30.860 8.370
H: -15.545 -33.666 9.081
H: -16.168 -33.407 5.026
H: -16.034 -36.016 7.899
H: -14.893 -35.733 6.617
H: -16.746 -35.869 6.431
Br: -15.099 -20.827 4.317
Br: -10.720 -18.426 2.873

Results
Spin multiplicity ... 1
LUMO energy ... -9.25 eV
Kohn-Sham gap ... 0.56 eV
Energy above the lowest of the compared OMol25 structures with the same formula, charge and spin ... 508.6 kcal/mol
HOMO ... -9.81 eV
Charge ... +5

=====

Here is C5H7N in the gas phase at a distorted geometry from the OMol25 dataset. Energies are from the ωB97M-V functional and the def2-TZVPD basis.

Element x y z (Å)
C: -0.750 -0.978 -0.268
C: -1.048 0.292 0.427
N: 0.234 0.826 -1.538
C: 0.276 0.533 -0.279
C: -0.600 -1.309 1.012
C: 1.464 0.415 0.668
H: -0.825 -1.096 -1.347
H: -2.020 0.765 0.333
H: 0.974 1.485 -1.786
H: -1.205 -1.950 1.617
H: 2.196 1.219 0.584
H: 1.106 0.517 1.686
H: 1.924 -0.563 0.511

Results
Spin multiplicity ... 1
LUMO energy ... -0.08 eV
Kohn-Sham gap ... 8.13 eV
Energy above the lowest of the compared OMol25 structures with the same formula, charge and spin ... 147.8 kcal/mol
HOMO ... -8.21 eV

=====

Here is 2 unconnected molecules or ions with the total composition C5H13N3O2 at a distorted geometry from the OMol25 dataset. Energies are from the ωB97M-V functional and the def2-TZVPD basis.

Element x y z (Å)
C: -2.904 -1.950 1.508
C: -1.887 -2.440 0.509
N: -1.266 -1.267 -0.286
C: -0.182 -1.685 -0.964
N: 0.129 -2.915 -1.591
N: 0.812 -0.697 -1.198
H: -3.554 -2.660 2.117
H: -3.231 -0.983 1.015
H: -2.474 -1.612 2.515
H: -1.139 -3.126 1.250
H: -2.443 -2.847 -0.355
H: -0.322 -3.798 -1.588
H: 0.741 -3.030 -2.435
H: 0.921 0.076 -0.421
H: 1.438 -0.763 -1.944
C: 1.380 4.026 1.072
C: 1.314 2.704 0.211
O: 0.661 2.596 -0.754
O: 1.781 1.747 1.062
H: 1.687 5.044 0.544
H: 2.058 3.891 1.946
H: 0.389 4.184 1.756
H: 2.337 1.107 0.643

Results
Spin multiplicity ... 1
LUMO energy ... 0.56 eV
Kohn-Sham gap ... 8.63 eV
Energy above the lowest of the compared OMol25 structures with the same formula, charge and spin ... 99.7 kcal/mol
HOMO ... -8.07 eV
Structure (SMILES) ... CCN=C(N)N.CC(=O)O

=====

Here is a molecular structure, C27H38N3NiS3Si from the OMol25 dataset. Energies are from the ωB97M-V functional and the def2-TZVPD basis.

Element x y z (Å)
Ni: -1.001 -1.196 -0.059
C: 1.077 -1.172 -0.301
Si: 1.564 0.490 0.327
C: 0.294 1.679 -0.466
N: -1.079 1.137 -0.360
C: -1.758 1.606 0.886
C: -3.109 2.255 0.621
C: -2.966 3.406 -0.378
C: -2.249 2.934 -1.663
C: -1.865 1.457 -1.557
C: 3.263 1.105 -0.296
C: 3.463 1.425 -1.642
C: 4.717 1.746 -2.141
C: 5.819 1.750 -1.297
C: 5.649 1.436 0.044
C: 4.389 1.118 0.532
C: 1.674 0.680 2.202
C: 1.697 -0.455 3.011
C: 1.796 -0.350 4.391
C: 1.870 0.899 4.989
C: 1.861 2.041 4.199
C: 1.768 1.927 2.820
H: 1.640 -1.992 0.152
H: 1.269 -1.197 -1.385
H: 0.556 1.720 -1.529
H: 0.351 2.713 -0.098
H: -1.117 2.343 1.385
H: -1.878 0.768 1.573
H: -3.502 2.631 1.568
H: -3.813 1.510 0.245
H: -2.394 4.212 0.091
H: -3.952 3.811 -0.619
H: -1.351 3.534 -1.840
H: -2.888 3.062 -2.540
H: -1.281 1.159 -2.433
H: -2.761 0.836 -1.551
H: 2.614 1.417 -2.319
H: 4.837 1.989 -3.191
H: 6.801 1.993 -1.684
H: 6.506 1.436 0.708
H: 4.271 0.876 1.583
H: 1.621 -1.434 2.556
H: 1.797 -1.245 5.002
H: 1.930 0.986 6.067
H: 1.927 3.019 4.662
H: 1.774 2.828 2.213
C: -5.392 -1.031 1.357
C: -3.905 -1.279 1.205
S: -3.319 -1.357 -0.430
C: -3.101 -1.422 2.282
C: -3.630 -1.333 3.694
S: -1.382 -1.684 2.170
H: -5.862 -1.023 0.375
H: -5.585 -0.066 1.838
H: -5.877 -1.803 1.962
H: -4.701 -1.539 3.755
H: -3.452 -0.333 4.106
H: -3.098 -2.045 4.327
S: -0.971 -4.157 -0.690
C: -0.131 -3.851 -2.089
N: -0.778 -3.623 -3.263
C: -0.087 -3.152 -4.452
C: 1.123 -2.327 -4.040
C: 2.013 -3.194 -3.164
N: 1.224 -3.822 -2.112
H: -1.756 -3.415 -3.146
H: -0.777 -2.564 -5.056
H: 0.244 -4.006 -5.054
H: 0.781 -1.464 -3.463
H: 1.674 -1.975 -4.913
H: 2.798 -2.587 -2.710
H: 2.492 -3.966 -3.777
H: 1.624 -3.876 -1.191

Results
Spin multiplicity ... 3
LUMO energy (alpha / beta) ... 2.50 / 2.50 eV
Expectation value of S² ... 2.0096
Kohn-Sham gap (alpha / beta) ... 5.33 / 5.29 eV
Energy above the lowest of the compared OMol25 structures with the same formula, charge and spin ... 15.4 kcal/mol
HOMO (alpha / beta) ... -2.82 / -2.79 eV
Charge ... -1